Record 1
The following is a quantum chemistry calculation of a structure of composition C32H37ClCoN2Si2, from OMol25.

```
75
Properties=species:S:1:pos:R:3
C 3.637 -4.459 -0.020
C 2.718 -4.219 -1.089
C 2.926 -2.884 -1.554
H 2.073 -4.974 -1.522
C 3.988 -2.311 -0.810
C 4.436 -3.277 0.136
H 5.312 -3.207 0.779
H 3.788 -5.392 0.510
H 2.441 -2.440 -2.424
H 4.455 -1.346 -0.986
Co 2.462 -2.931 0.443
Si -2.740 3.418 1.524
C -4.363 3.065 0.667
C -5.632 3.631 0.923
H -5.749 4.387 1.709
C -6.751 3.239 0.166
H -7.734 3.670 0.374
C -6.628 2.297 -0.855
H -7.494 1.984 -1.436
C -5.373 1.747 -1.128
H -5.246 1.019 -1.927
C -4.257 2.124 -0.371
H -3.277 1.683 -0.602
C -1.907 4.836 0.644
C -2.317 5.289 -0.625
H -3.261 4.937 -1.061
C -1.525 6.187 -1.358
H -1.819 6.460 -2.372
C -0.367 6.729 -0.799
H 0.267 7.398 -1.381
C -0.045 6.417 0.526
H 0.829 6.881 0.987
C -0.832 5.517 1.256
H -0.611 5.331 2.315
H -1.849 2.227 1.681
Si 0.810 -1.265 0.119
C 1.647 0.218 -0.631
C 1.303 0.638 -1.923
H 0.475 0.168 -2.454
C 2.033 1.653 -2.544
H 1.758 1.971 -3.547
C 3.133 2.236 -1.909
H 3.730 3.009 -2.420
C 3.498 1.791 -0.634
H 4.380 2.202 -0.145
C 2.759 0.792 0.005
H 3.078 0.466 0.996
C -0.589 -1.837 -0.964
C -0.458 -2.741 -2.035
H 0.449 -3.320 -2.204
C -1.506 -2.920 -2.944
H -1.392 -3.630 -3.762
C -2.707 -2.225 -2.801
H -3.527 -2.375 -3.517
C -2.858 -1.365 -1.714
H -3.808 -0.852 -1.543
C -1.818 -1.172 -0.801
H -1.974 -0.491 0.035
H -3.107 3.845 2.890
Cl 0.045 -0.604 1.992
N 3.071 -2.303 2.285
C 3.552 -3.358 3.238
C 2.772 -4.652 3.164
C 1.308 -4.456 2.821
N 1.110 -4.182 1.352
H 2.337 -1.750 2.731
H 3.836 -1.652 2.118
H 4.621 -3.528 3.044
H 3.462 -2.940 4.255
H 3.264 -5.361 2.494
H 2.810 -5.121 4.165
H 0.731 -5.364 3.078
H 0.887 -3.615 3.369
H 1.180 -5.065 0.827
H 0.151 -3.876 1.194
```

Summary:
LUMO level (spin up / spin down) ... -2.2 / -5.3 eV
<S²> ... 6.0144
Multiplicity ... 5
Total charge ... +1
Gap between HOMO and LUMO (spin up / spin down) ... 7.55 / 5.41 eV
E_HOMO (spin up / spin down) ... -0.358 / -0.393 hartree

=====

Record 2
The following is a quantum chemistry calculation of a structure of composition C32H37F18MgO17, from OMol25.

```
105
Properties=species:S:1:pos:R:3
Mg -2.281 0.079 1.899
C -2.133 -0.914 5.963
C -1.977 -0.606 4.492
C -0.566 0.166 4.044
O -0.505 0.228 2.826
C 0.359 0.481 5.037
C 0.155 0.174 6.329
C -1.194 -0.472 6.815
O -1.371 -0.712 8.108
O 1.039 0.517 7.194
O -2.836 -0.794 3.534
H -2.820 -1.605 6.428
H 1.185 1.097 4.714
C 0.561 1.545 -0.928
C -0.899 1.642 -0.700
O -1.397 0.738 0.292
H 0.871 0.506 -1.040
H 1.053 1.886 -0.017
H 0.925 2.038 -1.830
H -1.484 1.424 -1.593
H -1.383 2.570 -0.395
C 3.961 1.378 0.280
C 4.636 0.456 -0.732
O 5.325 -0.560 0.056
C 6.088 -1.565 -0.491
O 6.318 -1.751 -1.644
C 6.535 -2.476 0.549
F 6.668 -3.694 0.115
F 7.759 -2.093 0.898
F 5.638 -2.418 1.565
H 4.478 1.846 1.118
H 3.163 0.801 0.748
H 3.521 2.115 -0.391
H 5.286 1.026 -1.396
H 4.015 -0.095 -1.438
C -1.197 5.917 2.215
C -1.715 4.480 2.006
O -2.684 4.114 2.994
C -3.167 2.915 3.192
O -2.867 1.875 2.608
C -4.301 2.911 4.253
F -5.354 2.091 3.991
F -3.646 2.292 5.236
F -4.675 4.106 4.664
H -2.026 6.615 2.333
H -0.614 6.324 1.389
H -0.579 5.877 3.112
H -0.880 3.784 2.088
H -2.270 4.399 1.072
C 5.512 3.613 -7.001
C 4.303 2.769 -7.361
O 3.629 2.364 -6.246
C 2.572 1.431 -6.286
O 2.157 0.893 -7.311
C 1.915 1.266 -4.880
F 1.823 -0.034 -4.606
F 2.607 1.841 -3.953
F 0.698 1.828 -5.003
H 6.234 3.625 -7.817
H 6.101 3.195 -6.185
H 5.184 4.607 -6.696
H 4.512 1.825 -7.864
H 3.724 3.189 -8.184
C -5.529 -2.715 2.405
C -6.289 -1.377 2.546
O -6.342 -0.566 1.318
C -5.204 -0.068 0.759
O -4.021 -0.206 1.096
C -5.661 0.863 -0.400
F -5.243 2.067 -0.176
F -5.083 0.429 -1.560
F -7.009 1.003 -0.601
H -4.525 -2.587 2.001
H -6.019 -3.348 1.666
H -5.550 -3.104 3.424
H -6.007 -0.755 3.396
H -7.287 -1.706 2.835
C -1.511 -1.821 -2.388
C -0.030 -2.282 -2.222
O 0.434 -2.695 -3.438
C 1.737 -3.047 -3.701
O 2.549 -3.180 -2.801
C 1.949 -3.344 -5.235
F 1.657 -2.265 -5.925
F 3.131 -3.822 -5.505
F 1.058 -4.290 -5.635
H -1.641 -1.332 -3.353
H -1.829 -1.163 -1.579
H -2.067 -2.758 -2.362
H 0.131 -3.125 -1.551
H 0.558 -1.494 -1.750
C 2.147 -2.610 0.880
C 0.815 -2.082 1.265
O 0.011 -3.224 1.381
C -1.283 -3.213 1.404
O -2.005 -2.140 1.315
C -1.924 -4.635 1.399
F -3.124 -4.539 1.986
F -2.229 -5.176 0.153
F -1.165 -5.542 1.974
H 2.720 -3.087 1.675
H 2.785 -1.816 0.492
H 2.061 -3.228 -0.014
H 0.376 -1.526 0.437
H 0.770 -1.564 2.223
```

Summary:
LUMO level ... 1.8 eV
Multiplicity ... 1
Total charge ... -1
Gap between HOMO and LUMO ... 5.93 eV
E_HOMO ... -0.153 hartree

=====

Look up the total charge of the first one.
+1